# C19H30BrN3O4S

A molecular structure, C19H30BrN3O4S (ωB97M-V with the def2-TZVPD basis set, OMol25).

Results
- Total energy: -4179.3734 hartree
- Kohn-Sham gap: 7.90 eV

Atoms and positions in Å:
C  -5.310  2.108  -1.706
C  -5.078  1.183  -2.913
O  -5.765  -0.074  -2.853
C  -5.305  -0.964  -1.920
O  -6.021  -1.902  -1.645
C  -3.969  -0.826  -1.185
C  -3.369  -2.174  -0.743
C  -1.873  -2.125  -0.308
C  -1.434  -0.864  0.425
C  -1.256  0.353  -0.130
C  -0.840  1.550  0.567
Br  -0.729  3.137  -0.510
C  -0.546  1.536  1.892
N  -0.105  2.707  2.570
C  1.057  3.075  2.166
C  2.144  2.115  1.688
C  1.377  4.563  2.119
C  -0.686  0.258  2.546
N  -0.424  0.036  3.816
S  -0.699  -1.541  4.110
N  -1.182  -2.002  2.620
C  -1.135  -0.947  1.839
H  -4.795  3.056  -1.939
H  -4.886  1.742  -0.764
H  -6.375  2.323  -1.545
H  -5.495  1.707  -3.787
H  -3.998  1.102  -3.103
H  -4.084  -0.172  -0.310
H  -3.229  -0.340  -1.841
H  -3.417  -2.836  -1.625
H  -4.025  -2.652  -0.003
H  -1.213  -2.346  -1.159
H  -1.738  -2.952  0.407
H  -1.472  0.438  -1.197
H  2.049  1.127  2.147
H  2.013  1.995  0.596
H  3.146  2.539  1.824
H  0.471  5.113  2.407
H  1.617  4.846  1.083
H  2.237  4.834  2.747
C  5.991  -0.713  1.607
C  4.698  -0.872  2.386
O  3.584  -0.449  1.607
H  6.131  0.327  1.310
H  6.849  -1.028  2.204
H  5.964  -1.308  0.692
H  4.719  -0.261  3.289
H  4.550  -1.917  2.680
H  3.558  -0.995  0.812
C  3.443  -2.755  -3.331
C  2.830  -2.545  -1.960
O  3.312  -1.338  -1.368
H  4.530  -2.797  -3.260
H  3.083  -3.681  -3.783
H  3.196  -1.923  -3.996
H  3.095  -3.365  -1.293
H  1.738  -2.494  -2.028
H  3.070  -0.610  -1.949